7 unconnected molecules or ions with the total composition C48H88N5O6S2. Source: the OMol25 dataset; level of theory: wB97M-V/def2-TZVPD.

Cartesian coordinates (Å):
C  2.878  5.874  -0.562
C  1.344  5.765  -1.135
C  0.497  4.754  -0.138
C  -0.480  3.790  -1.035
C  0.193  2.377  -1.522
C  1.858  2.424  -1.605
C  2.469  0.910  -1.951
C  2.143  0.457  -3.528
N  1.013  -0.543  -3.438
C  0.061  -0.469  -4.611
C  -1.415  -1.071  -4.227
C  -1.986  -0.632  -2.755
C  -3.192  0.487  -2.787
C  -4.106  0.197  -1.417
C  -4.416  1.565  -0.551
C  -5.590  1.137  0.554
C  -5.770  2.220  1.773
C  1.487  -1.950  -3.148
S  2.701  -2.777  -4.038
S  0.610  -2.827  -1.697
C  1.566  -4.344  -1.157
C  1.189  -4.605  0.451
C  2.587  -4.771  1.291
C  2.604  -5.995  2.381
N  1.371  -6.788  2.760
C  1.981  -7.719  3.788
N  1.210  -8.673  4.448
N  3.481  -7.425  3.961
N  3.897  -6.396  3.119
C  5.298  -5.791  2.997
C  5.532  -4.451  3.910
C  5.381  -3.027  3.113
C  5.351  -2.805  1.490
C  5.149  -1.329  0.750
C  4.970  0.016  1.697
C  5.046  -0.176  3.347
C  5.245  -1.657  4.055
H  3.218  4.780  -0.252
H  2.897  6.558  0.393
H  3.633  6.253  -1.392
H  1.362  5.247  -2.209
H  0.770  6.792  -1.197
H  -0.177  5.443  0.561
H  1.209  4.156  0.610
H  -1.400  3.500  -0.332
H  -0.968  4.375  -1.946
H  -0.276  2.137  -2.592
H  -0.192  1.533  -0.773
H  2.349  2.711  -0.558
H  2.204  3.162  -2.448
H  1.858  0.175  -1.237
H  3.598  0.791  -1.665
H  1.694  1.431  -4.035
H  3.094  0.086  -4.101
H  0.508  -1.195  -5.446
H  -0.020  0.585  -5.117
H  -1.339  -2.261  -4.212
H  -2.192  -0.728  -5.043
H  -2.448  -1.613  -2.258
H  -1.180  -0.243  -2.001
H  -3.835  0.467  -3.764
H  -2.668  1.541  -2.594
H  -3.482  -0.510  -0.687
H  -5.059  -0.405  -1.731
H  -4.741  2.476  -1.229
H  -3.476  1.909  0.097
H  -6.557  0.927  -0.072
H  -5.261  0.095  1.025
H  -6.922  2.185  2.083
H  -5.156  1.894  2.739
H  -5.499  3.303  1.422
H  2.716  -4.228  -1.344
H  1.118  -5.273  -1.733
H  0.638  -3.630  0.857
H  0.501  -5.543  0.574
H  2.719  -3.763  1.918
H  3.496  -4.961  0.554
H  0.401  -8.391  5.045
H  1.399  -9.692  4.332
H  4.030  -7.973  4.665
H  5.590  -5.650  1.851
H  6.064  -6.612  3.404
H  6.573  -4.433  4.489
H  4.689  -4.455  4.753
H  5.439  -3.755  0.774
H  5.106  -1.246  -0.437
H  4.795  1.051  1.172
H  4.958  0.754  4.061
H  5.261  -1.766  5.236
C  3.646  5.612  4.295
C  2.535  4.756  3.748
O  2.711  3.564  3.501
C  1.202  5.415  3.516
H  4.549  5.004  4.412
H  3.861  6.429  3.602
H  3.362  6.009  5.274
H  1.308  6.223  2.788
H  0.809  5.802  4.459
H  0.497  4.676  3.119
C  2.959  -0.871  -7.752
C  1.733  -0.012  -7.913
O  0.646  -0.357  -7.453
C  1.889  1.286  -8.659
H  2.696  -1.776  -7.194
H  3.339  -1.164  -8.734
H  3.724  -0.325  -7.194
H  2.222  1.090  -9.682
H  2.607  1.928  -8.142
H  0.923  1.801  -8.698
C  -2.462  1.001  -7.398
C  -2.521  1.956  -8.560
O  -1.861  2.994  -8.568
C  -3.420  1.592  -9.711
H  -1.774  1.393  -6.641
H  -3.453  0.899  -6.949
H  -2.095  0.028  -7.734
H  -4.454  1.517  -9.366
H  -3.095  0.646  -10.151
H  -3.362  2.373  -10.477
C  -0.293  6.454  7.839
C  -0.504  5.070  7.285
O  -0.871  4.896  6.124
C  -0.250  3.907  8.207
H  -0.514  7.193  7.061
H  -0.965  6.622  8.683
H  0.748  6.574  8.150
H  -0.920  3.963  9.068
H  0.793  3.914  8.535
H  -0.443  2.971  7.672
C  -7.672  -2.167  0.575
C  -8.141  -1.561  1.871
O  -8.115  -0.345  2.054
C  -8.642  -2.501  2.934
H  -7.338  -1.370  -0.098
H  -6.832  -2.841  0.762
H  -8.494  -2.706  0.098
H  -7.846  -3.190  3.227
H  -9.508  -3.055  2.563
H  -8.947  -1.924  3.814
C  -1.031  -4.345  4.095
C  -2.257  -3.486  3.934
O  -3.344  -3.831  4.394
C  -2.101  -2.187  3.188
H  -1.294  -5.250  4.654
H  -0.651  -4.637  3.113
H  -0.266  -3.799  4.653
H  -1.768  -2.384  2.166
H  -1.383  -1.546  3.705
H  -3.067  -1.673  3.149

Properties
- 2S+1: 1
- HOMO-LUMO gap: 6.333 eV
- Total charge: +1

Atomic partial charges in e from the Löwdin method, atoms 1 to 99:
1 C -0.148
2 C -0.254
3 C -0.237
4 C -0.222
5 C -0.196
6 C -0.193
7 C -0.171
8 C -0.188
9 N -0.245
10 C -0.197
11 C -0.160
12 C -0.240
13 C -0.190
14 C -0.222
15 C -0.226
16 C -0.282
17 C -0.146
18 C -0.909
19 S 0.603
20 S 0.801
21 C -0.477
22 C -0.238
23 C -0.125
24 C -0.040
25 N 0.163
26 C -0.212
27 N 0.099
28 N 0.097
29 N -0.069
30 C -0.114
31 C -0.167
32 C -0.171
33 C -0.062
34 C -0.045
35 C -0.039
36 C -0.039
37 C -0.026
38 H 0.063
39 H 0.073
40 H 0.082
41 H 0.102
42 H 0.114
43 H 0.111
44 H 0.102
45 H 0.101
46 H 0.122
47 H 0.106
48 H 0.117
49 H 0.101
50 H 0.110
51 H 0.105
52 H 0.092
53 H 0.128
54 H 0.102
55 H 0.108
56 H 0.123
57 H 0.113
58 H 0.102
59 H 0.103
60 H 0.082
61 H 0.109
62 H 0.102
63 H 0.107
64 H 0.110
65 H 0.120
66 H 0.109
67 H 0.101
68 H 0.105
69 H 0.078
70 H 0.083
71 H 0.073
72 H 0.071
73 H 0.098
74 H 0.097
75 H 0.112
76 H 0.141
77 H 0.112
78 H 0.133
79 H 0.130
80 H 0.183
81 H 0.138
82 H 0.147
83 H 0.137
84 H 0.128
85 H 0.071
86 H 0.092
87 H 0.088
88 H 0.090
89 H 0.096
90 C -0.024
91 C -0.492
92 O 0.028
93 C -0.027
94 H 0.082
95 H 0.085
96 H 0.083
97 H 0.081
98 H 0.067
99 H 0.084

A molecular structure, C25H46CuNO9S2. Source: the OMol25 dataset; level of theory: wB97M-V/def2-TZVPD.

Cartesian coordinates (Å):
Cu  0.665  -0.464  -0.162
C  0.903  -1.677  -4.848
C  0.046  -1.370  -3.566
C  -1.475  -1.269  -3.875
C  -2.143  -2.583  -4.097
C  -1.932  -3.587  -2.925
C  -0.353  -3.668  -2.568
N  0.245  -2.288  -2.426
O  1.512  -2.204  -1.611
C  0.452  -4.650  -3.436
C  -0.534  -4.430  -1.162
C  0.438  0.081  -3.172
H  0.522  -2.375  -5.592
H  1.836  -2.156  -4.550
H  1.092  -0.794  -5.460
H  -1.605  -0.640  -4.755
H  -2.021  -0.724  -3.105
H  -1.807  -3.016  -5.039
H  -3.221  -2.476  -4.214
H  -2.311  -4.597  -3.076
H  -2.560  -3.259  -2.097
H  -0.208  -5.505  -3.585
H  1.314  -5.124  -2.966
H  0.843  -4.327  -4.400
H  -1.186  -5.303  -1.166
H  -0.929  -3.817  -0.351
H  0.412  -4.705  -0.696
H  0.148  0.148  -2.124
H  -0.201  0.821  -3.654
H  1.479  0.344  -3.363
C  -3.664  -1.069  2.269
C  -3.676  0.338  2.918
C  -2.774  1.299  2.084
S  -2.859  0.807  0.369
O  -1.545  0.379  -0.176
O  -3.680  1.754  -0.403
C  -3.838  -0.853  0.748
H  -4.538  -1.672  2.515
H  -2.806  -1.702  2.499
H  -3.272  0.231  3.924
H  -4.703  0.682  3.039
H  -1.805  1.099  2.542
H  -2.795  2.385  1.990
H  -3.489  -1.602  0.037
H  -4.868  -0.527  0.601
C  3.883  3.416  -0.244
C  4.291  3.383  1.202
C  3.784  2.137  1.877
S  3.938  0.823  0.497
O  2.776  0.073  0.373
O  5.198  0.077  0.665
C  4.025  2.094  -0.838
H  4.428  4.243  -0.700
H  2.848  3.755  -0.291
H  3.917  4.325  1.600
H  5.361  3.265  1.376
H  2.748  2.476  1.875
H  3.986  1.869  2.914
H  3.216  1.790  -1.501
H  4.967  1.903  -1.351
O  0.037  -1.594  2.030
C  0.146  -1.807  3.240
O  -0.910  -1.791  4.022
C  -0.660  -1.611  5.396
C  0.910  -1.523  5.578
C  1.389  -1.972  4.128
H  -0.918  -2.420  6.079
H  -1.224  -0.693  5.566
H  1.257  -2.228  6.333
H  1.177  -0.471  5.685
H  1.602  -3.041  4.154
H  2.361  -1.603  3.801
O  0.429  2.440  0.289
C  0.104  3.602  0.470
O  0.692  4.329  1.442
C  0.148  5.601  1.403
C  -0.468  5.818  0.033
C  -0.965  4.407  -0.267
H  0.921  6.329  1.649
H  -0.447  5.671  2.314
H  0.323  6.153  -0.638
H  -1.291  6.532  0.018
H  -1.136  4.036  -1.278
H  -1.949  4.272  0.181

Properties
- 2S+1: 2
- HOMO-LUMO gap (alpha / beta): 9.587 / 8.299 eV
- <S²>: 0.758
- Total charge: +1

The net atomic charges from Löwdin, expressed in e, are:
1 Cu 0.412
2 C -0.017
3 C -0.451
4 C -0.148
5 C -0.184
6 C -0.107
7 C -0.395
8 N 0.007
9 O -0.057
10 C -0.024
11 C -0.049
12 C -0.023
13 H 0.072
14 H 0.087
15 H 0.087
16 H 0.130
17 H 0.120
18 H 0.111
19 H 0.114
20 H 0.114
21 H 0.100
22 H 0.089
23 H 0.088
24 H 0.069
25 H 0.085
26 H 0.067
27 H 0.075
28 H 0.039
29 H 0.097
30 H 0.090
31 C -0.202
32 C -0.178
33 C -0.215
34 S 0.755
35 O -0.381
36 O -0.333
37 C -0.140
38 H 0.117
39 H 0.092
40 H 0.102
41 H 0.117
42 H 0.101
43 H 0.097
44 H 0.089
45 H 0.095
46 C -0.241
47 C -0.251
48 C -0.172
49 S 0.729
50 O -0.315
51 O -0.316
52 C -0.197
53 H 0.132
54 H 0.103
55 H 0.124
56 H 0.122
57 H 0.075
58 H 0.111
59 H 0.099
60 H 0.116
61 O 0.078
62 C -0.434
63 O 0.009
64 C -0.133
65 C -0.089
66 C -0.039
67 H 0.126
68 H 0.124
69 H 0.111
70 H 0.108
71 H 0.124
72 H 0.122
73 O 0.081
74 C -0.447
75 O 0.030
76 C -0.198
77 C -0.122
78 C -0.056
79 H 0.130
80 H 0.133
81 H 0.125
82 H 0.125
83 H 0.136
84 H 0.122

A molecular structure, C25H15F12N3O6Pt. Source: the OMol25 dataset; level of theory: wB97M-V/def2-TZVPD.

Cartesian coordinates (Å):
Pt  -0.826  -0.554  -0.223
C  3.373  4.005  -3.475
C  2.647  3.150  -2.469
C  3.275  2.675  -1.322
C  2.603  1.861  -0.438
C  1.255  1.481  -0.626
N  0.668  0.625  0.273
C  1.030  0.609  1.609
C  1.267  1.827  2.272
C  1.608  1.891  3.605
C  1.721  0.729  4.361
C  2.065  0.765  5.827
C  1.472  -0.475  3.721
C  1.119  -0.576  2.375
C  0.946  -1.976  1.746
O  0.142  -2.102  0.655
C  0.357  -3.005  2.772
F  -0.726  -2.500  3.372
F  1.203  -3.408  3.757
F  -0.020  -4.135  2.156
C  2.362  -2.451  1.308
F  3.266  -2.475  2.314
F  2.343  -3.695  0.791
F  2.853  -1.639  0.367
C  0.609  1.957  -1.794
C  1.330  2.768  -2.671
C  -0.878  1.656  -2.108
O  -1.618  1.024  -1.162
C  -0.970  0.849  -3.447
F  -0.361  -0.339  -3.330
F  -2.243  0.614  -3.791
F  -0.396  1.452  -4.521
C  -1.642  3.011  -2.285
F  -2.960  2.846  -2.336
F  -1.379  3.831  -1.253
F  -1.313  3.704  -3.411
H  4.154  4.600  -2.996
H  2.687  4.692  -3.975
H  3.852  3.401  -4.252
H  4.313  2.928  -1.126
H  3.123  1.473  0.427
H  1.156  2.737  1.697
H  1.770  2.858  4.069
H  2.465  1.741  6.110
H  2.813  0.010  6.080
H  1.187  0.575  6.452
H  1.574  -1.375  4.308
H  0.837  3.135  -3.559
O  -6.191  -3.494  -1.764
C  -5.098  -4.186  -1.677
O  -5.030  -5.385  -1.912
C  -3.855  -3.450  -1.289
C  -2.630  -4.076  -1.252
N  -1.721  -3.156  -0.930
N  -2.285  -1.952  -0.719
C  -3.593  -2.103  -0.914
C  -4.592  -0.976  -0.661
O  -5.761  -1.195  -1.146
O  -4.235  -0.014  -0.009
H  -5.988  -2.427  -1.521
H  -2.376  -5.104  -1.442
H  -0.760  -3.258  -0.618

Properties
- 2S+1: 1
- HOMO-LUMO gap: 6.306 eV
- Total charge: -2

The net atomic charges from Löwdin, expressed in e, are:
1 Pt 1.226
2 C -0.075
3 C -0.291
4 C -0.065
5 C -0.030
6 C -0.218
7 N -0.114
8 C -0.233
9 C -0.021
10 C -0.056
11 C -0.286
12 C -0.071
13 C 0.000
14 C -0.056
15 C -0.347
16 O -0.306
17 C -0.539
18 F 0.163
19 F 0.109
20 F 0.143
21 C -0.540
22 F 0.131
23 F 0.141
24 F 0.162
25 C -0.051
26 C -0.005
27 C -0.368
28 O -0.264
29 C -0.543
30 F 0.132
31 F 0.155
32 F 0.112
33 C -0.539
34 F 0.167
35 F 0.149
36 F 0.109
37 H 0.063
38 H 0.068
39 H 0.070
40 H 0.101
41 H 0.110
42 H 0.119
43 H 0.102
44 H 0.063
45 H 0.070
46 H 0.073
47 H 0.112
48 H 0.107
49 O 0.061
50 C -0.560
51 O 0.019
52 C -0.056
53 C -0.016
54 N 0.020
55 N -0.056
56 C -0.087
57 C -0.580
58 O -0.011
59 O 0.044
60 H 0.027
61 H 0.129
62 H 0.127

A molecular structure, C17H21NO4PtS. Source: the OMol25 dataset; level of theory: wB97M-V/def2-TZVPD.

Cartesian coordinates (Å):
Pt  0.321  0.090  -0.116
C  -1.212  -1.478  3.748
C  -0.815  -1.709  2.317
C  0.513  -2.093  2.002
C  0.925  -2.339  0.708
C  2.310  -2.822  0.372
C  -0.019  -2.141  -0.338
C  -1.329  -1.710  -0.059
C  -2.364  -1.620  -1.150
C  -1.712  -1.521  1.295
H  -1.218  -0.409  3.973
H  -0.517  -1.959  4.435
H  -2.212  -1.861  3.944
H  1.221  -2.240  2.811
H  2.912  -2.026  -0.069
H  2.263  -3.630  -0.359
H  2.823  -3.191  1.258
H  0.248  -2.417  -1.352
H  -2.855  -0.647  -1.144
H  -3.134  -2.377  -0.993
H  -1.921  -1.787  -2.130
H  -2.731  -1.227  1.515
C  -0.271  0.926  -2.855
C  -0.443  1.365  -1.426
O  -0.950  2.376  -1.051
H  -0.718  1.662  -3.520
H  -0.734  -0.049  -3.005
H  0.796  0.825  -3.062
N  1.573  1.610  0.543
C  2.799  1.536  -0.252
C  2.873  2.212  -1.457
C  3.958  1.991  -2.290
C  4.952  1.098  -1.908
C  4.891  0.464  -0.676
C  3.806  0.685  0.161
S  6.323  0.750  -3.029
O  5.687  0.772  -4.335
O  7.235  1.848  -2.772
O  6.789  -0.554  -2.590
H  1.776  1.447  1.525
H  1.141  2.530  0.474
H  2.075  2.889  -1.749
H  4.033  2.480  -3.252
H  5.686  -0.219  -0.407
H  3.732  0.175  1.119

Properties
- 2S+1: 1
- HOMO-LUMO gap: 5.965 eV

The net atomic charges from Löwdin, expressed in e, are:
1 Pt 1.046
2 C -0.033
3 C -0.265
4 C -0.007
5 C -0.312
6 C -0.024
7 C -0.149
8 C -0.338
9 C -0.042
10 C -0.021
11 H 0.091
12 H 0.081
13 H 0.087
14 H 0.127
15 H 0.074
16 H 0.094
17 H 0.089
18 H 0.131
19 H 0.090
20 H 0.095
21 H 0.075
22 H 0.134
23 C -0.034
24 C -0.521
25 O 0.053
26 H 0.095
27 H 0.063
28 H 0.084
29 N -0.033
30 C -0.331
31 C -0.048
32 C -0.031
33 C -0.237
34 C -0.039
35 C -0.059
36 S 0.396
37 O -0.358
38 O -0.344
39 O -0.361
40 H 0.110
41 H 0.107
42 H 0.115
43 H 0.123
44 H 0.117
45 H 0.111

Computed values of energy (unit: eV) for the preceding records, in sequence: -92580.941; -112887.881; -78786.745; -41730.522.